# 1
Formula: C22H43Cl2F9OP2V
Source: the Open Molecules 2025 dataset
Level of theory: the ωB97M-V functional and the def2-TZVPD basis

```
80
C22H43Cl2F9OP2V (the ωB97M-V functional and the def2-TZVPD basis)
V 1.126 -0.327 0.044
Cl -0.332 0.895 -1.304
P 3.041 1.420 -0.424
C 2.967 3.206 -0.734
C 4.151 0.935 0.919
C 3.321 0.640 -2.033
C 1.818 3.830 0.061
H 2.714 3.257 -1.807
C 4.297 3.938 -0.525
H 4.624 3.932 0.521
H 4.156 4.987 -0.821
H 5.098 3.524 -1.149
H 0.848 3.408 -0.234
H 1.792 4.909 -0.146
H 1.940 3.693 1.143
H 2.708 1.245 -2.720
C 2.795 -0.797 -2.091
C 4.792 0.747 -2.466
H 5.091 1.788 -2.629
H 4.922 0.215 -3.417
H 5.474 0.293 -1.733
H 1.703 -0.899 -1.872
H 3.383 -1.500 -1.487
H 2.890 -1.145 -3.127
C 3.881 1.754 2.187
H 5.152 1.166 0.517
C 4.017 -0.566 1.204
H 4.090 2.820 2.062
H 4.548 1.403 2.987
H 2.846 1.618 2.530
H 2.963 -0.847 1.429
H 4.612 -0.809 2.094
H 4.406 -1.191 0.394
Cl 0.574 0.242 2.206
H 1.667 1.307 0.106
P -3.821 0.405 0.097
C -4.120 -0.206 -1.573
C -4.115 -0.712 1.514
C -3.753 2.202 0.268
C -3.040 -1.226 -1.993
H -3.988 0.687 -2.214
C -5.560 -0.717 -1.738
H -5.730 -1.634 -1.162
H -5.749 -0.942 -2.796
H -6.284 0.044 -1.421
H -2.197 -0.717 -2.474
H -3.459 -1.965 -2.685
H -2.618 -1.765 -1.138
H -3.378 2.535 -0.722
C -2.711 2.632 1.321
C -5.146 2.801 0.504
H -5.787 2.657 -0.377
H -5.057 3.880 0.687
H -5.631 2.348 1.376
H -1.789 2.039 1.236
H -3.110 2.539 2.338
H -2.452 3.688 1.150
C -3.502 -2.101 1.254
H -5.220 -0.778 1.516
C -3.628 -0.138 2.855
H -3.980 -2.620 0.412
H -3.613 -2.740 2.139
H -2.427 -2.018 1.052
H -2.539 0.016 2.841
H -3.853 -0.848 3.657
H -4.125 0.808 3.104
F 1.640 -3.694 2.210
C 0.495 -4.017 1.551
F 0.267 -5.350 1.709
F -0.514 -3.350 2.168
C 0.589 -3.576 0.045
O 0.502 -2.240 -0.083
C 1.892 -4.183 -0.547
F 2.126 -5.460 -0.153
F 1.868 -4.153 -1.909
F 2.973 -3.436 -0.163
C -0.593 -4.290 -0.706
F -0.345 -5.600 -0.980
F -1.751 -4.245 0.020
F -0.839 -3.649 -1.875
```

Calculated values
* 2S+1: 3
* max |F|: 0.07139 Eh/bohr
* HOMO level (alpha / beta): -3.050 / -1.566 eV
* charge: -1
* ΔE to the lowest compared entry with this formula, charge and spin: 3.441 eV
* E_tot: -4385.254273 a.u.
* LUMO energy (alpha / beta): 0.0855 / 0.0865 Eh
* gap between HOMO and LUMO (alpha / beta): 5.3768 / 3.9197 eV


# 2
Formula: C22H43ClI2N2SSi2
Source: the Open Molecules 2025 dataset
Level of theory: the ωB97M-V functional and the def2-TZVPD basis

```
73
C22H43ClI2N2SSi2 (the ωB97M-V functional and the def2-TZVPD basis)
C 1.083 -1.773 -0.954
C 1.901 -2.105 -2.286
C 2.654 -0.802 -2.770
C 1.950 -0.007 -3.940
C 1.449 -0.908 -5.137
C 0.840 0.988 -3.430
N -0.504 0.726 -3.640
C -1.516 1.564 -3.253
C -3.038 1.288 -3.521
I -3.398 -0.068 -5.166
C -3.712 0.848 -2.152
C -3.157 -0.572 -1.717
I -5.868 0.870 -2.410
C -1.207 2.821 -2.555
S -2.489 3.997 -2.039
C 0.209 3.123 -2.298
C 1.281 2.211 -2.724
C 2.773 2.569 -2.457
C 3.019 3.336 -1.098
C 3.787 2.490 -0.007
Cl 2.785 2.588 1.529
H 1.048 -0.650 -0.864
H 0.055 -2.223 -0.946
H 1.692 -2.133 -0.087
H 2.708 -2.842 -1.997
H 1.286 -2.613 -3.068
H 2.884 -0.149 -1.884
H 3.661 -1.131 -3.168
H 2.741 0.669 -4.385
H 2.312 -1.562 -5.441
H 1.111 -0.294 -6.016
H 0.633 -1.622 -4.817
H -0.755 -0.148 -4.112
H -3.464 2.285 -3.830
H -3.461 1.585 -1.349
H -2.708 -0.518 -0.683
H -2.336 -0.921 -2.404
H -3.949 -1.362 -1.660
H -1.839 5.208 -2.204
H 0.452 4.066 -1.756
H 3.473 1.699 -2.494
H 3.091 3.257 -3.298
H 3.673 4.224 -1.342
H 2.104 3.757 -0.619
H 4.742 3.028 0.248
H 3.979 1.427 -0.287
C 1.559 0.882 4.517
Si -0.011 -0.058 4.029
C -0.071 -0.063 2.139
C -1.467 0.953 4.672
N 0.062 -1.624 4.693
Si -1.186 -2.765 4.456
C -1.444 -3.216 2.640
C -2.839 -2.208 5.173
C -0.719 -4.367 5.348
H 1.532 1.897 4.097
H 1.645 0.966 5.602
H 2.447 0.375 4.133
H 0.104 0.948 1.748
H -1.045 -0.390 1.766
H 0.700 -0.720 1.728
H -1.522 0.903 5.761
H -2.416 0.606 4.257
H -1.355 2.007 4.388
H -1.919 -2.403 2.084
H -2.098 -4.092 2.555
H -0.492 -3.459 2.161
H -2.715 -1.848 6.196
H -3.546 -3.046 5.194
H -3.294 -1.416 4.575
H -0.595 -4.190 6.419
H 0.212 -4.774 4.948
H -1.506 -5.119 5.214
```

Calculated values
* 2S+1: 1
* max |F|: 0.05311 Eh/bohr
* HOMO level: -4.982 eV
* charge: 0
* E_tot: -3006.247667 a.u.
* LUMO energy: -0.0872 Eh
* gap between HOMO and LUMO: 2.6085 eV


# 3
Formula: C22H43I2N3O6
Source: the Open Molecules 2025 dataset
Level of theory: the ωB97M-V functional and the def2-TZVPD basis

```
76
C22H43I2N3O6 (the ωB97M-V functional and the def2-TZVPD basis)
C -0.629 4.850 -1.030
C 0.637 4.343 -1.455
C 0.610 3.034 -2.394
C 1.051 1.715 -1.595
C 1.698 0.614 -2.263
C 2.086 0.584 -3.805
I 3.855 -0.750 -3.972
C 0.958 0.042 -4.816
C -0.542 0.120 -4.252
I 1.445 -1.978 -5.578
C 1.858 -0.453 -1.097
O 1.967 -1.686 -1.089
O 1.866 0.325 0.121
C 0.933 1.414 -0.015
O 0.263 1.988 0.854
H -0.845 5.969 -1.194
H -1.386 4.139 -0.564
H 1.648 4.821 -1.202
H 1.246 3.163 -3.333
H -0.482 2.916 -2.770
H 2.474 1.630 -4.117
H 1.009 0.717 -5.751
H -0.803 -0.932 -3.853
H -1.218 0.366 -5.155
H -0.729 0.946 -3.492
C 3.488 -0.824 3.200
C 3.369 -0.706 4.716
C 2.072 -0.009 5.177
O 2.090 1.408 5.042
C 1.749 1.878 3.747
N 4.562 -0.028 5.238
H 3.732 0.127 2.722
H 4.285 -1.526 2.935
H 2.559 -1.198 2.761
H 3.352 -1.726 5.118
H 1.952 -0.198 6.249
H 1.188 -0.436 4.687
H 0.985 1.260 3.271
H 2.641 1.934 3.120
H 1.357 2.893 3.850
H 4.518 -0.029 6.256
H 4.478 0.960 4.996
C -4.250 1.279 -7.077
C -4.358 1.403 -5.560
C -5.647 2.107 -5.091
O -5.622 3.524 -5.232
C -5.971 3.993 -6.524
N -3.157 2.077 -5.050
H -4.006 2.227 -7.559
H -3.459 0.573 -7.345
H -5.184 0.908 -7.507
H -4.376 0.385 -5.155
H -5.759 1.922 -4.018
H -6.536 1.683 -5.573
H -6.744 3.377 -6.992
H -5.085 4.043 -7.160
H -6.357 5.010 -6.419
H -3.193 2.080 -4.032
H -3.238 3.065 -5.295
C 2.497 -4.779 4.957
C 1.183 -4.135 4.526
C 0.223 -3.853 5.701
O -0.468 -5.003 6.181
C 0.264 -5.780 7.114
N 0.552 -4.978 3.503
H 2.381 -5.831 5.224
H 3.226 -4.735 4.143
H 2.927 -4.254 5.815
H 1.431 -3.171 4.069
H -0.557 -3.174 5.340
H 0.731 -3.333 6.521
H 0.887 -5.163 7.767
H 0.873 -6.521 6.593
H -0.453 -6.323 7.734
H -0.280 -4.502 3.156
H 0.176 -5.800 3.977
```

Calculated values
* 2S+1: 1
* max |F|: 0.09647 Eh/bohr
* HOMO level: -8.265 eV
* charge: 0
* E_tot: -2074.885628 a.u.
* LUMO energy: -0.0428 Eh
* gap between HOMO and LUMO: 7.1017 eV